Record 1
Density functional theory data (ωB97M-V/def2-TZVPD) for a single C6H10 molecule.

- SMILES string = C[C@H]1C[C@H]2C[C@H]21
- energy above the lowest of the compared OMol25 structures with the same formula, charge and spin (kcal per mole) = 30.0
- highest occupied orbital energy (eV) = -9.6
- total energy (eV) = -6382.557
- LUMO (eV) = 1.25

Cartesian coordinates (Å):
C (-0.585, 0.532, 1.709)
C (-0.654, -0.361, 0.475)
C (-0.931, 0.290, -0.917)
C (0.356, -0.337, -1.450)
C (1.521, 0.145, -0.644)
C (0.649, -0.942, -0.089)
H (-1.409, 1.254, 1.719)
H (-0.649, -0.057, 2.630)
H (0.352, 1.098, 1.740)
H (-1.379, -1.165, 0.643)
H (-1.839, -0.100, -1.386)
H (-0.968, 1.386, -0.940)
H (0.482, -0.790, -2.428)
H (1.505, 1.145, -0.210)
H (2.500, -0.172, -0.992)
H (1.049, -1.925, 0.140)



Record 2
Density functional theory data (ωB97M-V/def2-TZVPD) for a single C8H7N3 molecule.

- SMILES string = c1ccc(-c2ncc[nH]2)nc1
- energy above the lowest of the compared OMol25 structures with the same formula, charge and spin (kcal per mole) = 73.5
- highest occupied orbital energy (eV) = -8.7
- total energy (eV) = -12876.751
- LUMO (eV) = 0.72

Cartesian coordinates (Å):
C (0.408, -2.948, 1.147)
C (-0.373, -2.729, 0.040)
C (-0.484, -1.459, -0.455)
C (0.087, -0.404, 0.214)
C (-0.079, 0.997, -0.313)
N (0.609, 2.018, 0.112)
C (0.132, 3.071, -0.697)
C (-0.845, 2.674, -1.585)
N (-0.888, 1.267, -1.328)
N (0.791, -0.585, 1.308)
C (0.949, -1.806, 1.752)
H (0.486, -4.007, 1.583)
H (-0.937, -3.743, -0.131)
H (-0.921, -1.579, -1.222)
H (0.488, 4.034, -0.396)
H (-1.582, 3.284, -2.316)
H (-1.513, 0.623, -1.650)
H (1.624, -1.884, 2.880)



Record 3
Density functional theory data (ωB97M-V/def2-TZVPD) for a single C42H38O20 molecule.

- energy above the lowest of the compared OMol25 structures with the same formula, charge and spin (kcal per mole) = 0.0
- highest occupied orbital energy (eV) = -8.7
- total energy (eV) = -85123.805
- LUMO (eV) = -1.09

Cartesian coordinates (Å):
O (-3.844, -0.464, 2.809)
C (-3.028, -1.350, 2.692)
O (-3.338, -2.638, 2.742)
H (-4.303, -2.757, 2.657)
C (-1.596, -1.098, 2.388)
C (-0.726, -2.132, 2.096)
C (0.554, -1.857, 1.608)
C (0.936, -0.515, 1.372)
C (0.032, 0.518, 1.661)
C (-1.202, 0.228, 2.206)
H (-1.902, 1.011, 2.452)
C (0.320, 1.906, 1.195)
C (1.779, 2.202, 1.072)
C (2.212, 3.516, 1.150)
C (3.552, 3.819, 0.993)
C (4.473, 2.822, 0.737)
C (4.063, 1.494, 0.639)
C (2.697, 1.173, 0.825)
C (2.261, -0.231, 0.809)
O (2.985, -1.141, 0.401)
O (4.908, 0.483, 0.357)
C (6.282, 0.579, 0.676)
O (6.674, -0.635, 1.223)
C (6.681, -1.705, 0.275)
C (6.971, -2.979, 1.074)
H (7.106, -3.823, 0.395)
O (8.163, -2.862, 1.818)
H (8.046, -2.117, 2.422)
H (6.122, -3.184, 1.737)
C (7.755, -1.422, -0.787)
O (9.024, -1.222, -0.210)
H (9.139, -1.903, 0.477)
C (7.376, -0.140, -1.546)
O (6.272, -0.418, -2.364)
H (5.693, 0.370, -2.439)
H (8.235, 0.156, -2.172)
C (7.147, 1.003, -0.541)
O (8.373, 1.502, -0.082)
H (8.940, 0.736, 0.115)
H (6.635, 1.830, -1.050)
H (7.777, -2.257, -1.505)
H (5.698, -1.782, -0.205)
H (6.445, 1.314, 1.478)
H (5.509, 3.083, 0.594)
H (3.886, 4.844, 1.060)
H (1.498, 4.304, 1.340)
H (-0.145, 2.633, 1.867)
C (-0.391, 2.099, -0.221)
C (-1.868, 2.188, -0.007)
C (-2.410, 3.377, 0.460)
C (-3.754, 3.459, 0.775)
C (-4.581, 2.365, 0.607)
C (-4.065, 1.173, 0.114)
C (-2.688, 1.067, -0.181)
C (-2.121, -0.220, -0.607)
O (-2.757, -1.277, -0.531)
C (-0.767, -0.194, -1.164)
C (0.023, 0.965, -1.097)
C (1.274, 0.984, -1.679)
C (1.805, -0.178, -2.238)
C (1.055, -1.338, -2.294)
C (-0.246, -1.355, -1.785)
O (-0.933, -2.489, -1.871)
H (-1.793, -2.369, -1.396)
H (1.467, -2.249, -2.695)
C (3.250, -0.168, -2.572)
O (3.919, 0.847, -2.565)
O (3.749, -1.366, -2.812)
H (4.728, -1.332, -2.852)
H (1.884, 1.874, -1.662)
O (-4.837, 0.094, -0.153)
C (-6.033, -0.113, 0.561)
O (-7.079, 0.706, 0.126)
C (-7.449, 0.495, -1.233)
C (-8.590, 1.482, -1.517)
O (-9.671, 1.297, -0.637)
H (-9.323, 1.372, 0.262)
H (-8.201, 2.505, -1.438)
H (-8.975, 1.325, -2.527)
C (-7.858, -0.966, -1.472)
O (-8.969, -1.362, -0.704)
H (-9.616, -0.638, -0.714)
C (-6.692, -1.895, -1.081)
O (-7.018, -3.232, -1.311)
H (-7.857, -3.406, -0.865)
C (-6.342, -1.618, 0.395)
O (-5.267, -2.386, 0.844)
H (-4.488, -2.154, 0.308)
H (-7.201, -1.879, 1.022)
H (-5.813, -1.683, -1.700)
H (-8.075, -1.096, -2.546)
H (-6.598, 0.727, -1.890)
H (-5.881, 0.132, 1.621)
H (-5.630, 2.432, 0.846)
H (-4.164, 4.384, 1.150)
H (-1.773, 4.240, 0.586)
H (-0.017, 3.045, -0.621)
O (1.357, -2.883, 1.339)
H (2.176, -2.522, 0.909)
H (-1.031, -3.160, 2.203)